Entry 1:
Entry from the OMol25 dataset: a structure of composition C19H25N2O2P2Pd in a non-equilibrium geometry (ωB97M-V/def2-TZVPD).

Geometry (Å):
O1 0.98471 -1.34108 -1.26292
H1 -0.39793 -3.05272 4.39416
C1 -5.08032 -0.85262 -2.62310
P1 -1.80301 0.49112 1.32413
Pd1 -0.65323 -0.65203 -0.15070
H2 -6.07198 -0.46108 -4.48815
C2 -1.80566 0.54443 4.15190
C3 -1.03400 2.13922 1.29814
H3 -3.86724 -1.16466 -0.87339
C4 -1.98430 -3.50197 1.31002
C5 -4.04406 0.18415 -4.56072
H4 1.64957 -2.54951 2.02998
H5 1.16297 -3.61281 0.69877
H6 -1.28143 1.09255 -4.97437
C6 3.33061 -1.46577 -0.95851
H7 -0.92159 -1.78664 6.43797
C7 -2.81018 -0.18866 -2.48362
O2 1.79635 -0.48873 0.61702
H8 -5.96161 -1.30263 -2.18748
N1 -1.52327 0.01188 -2.00832
N2 -1.60777 0.72579 -4.09666
H9 -1.80514 0.50868 6.29122
C8 -5.14307 -0.37594 -3.94163
C9 -0.79750 -2.04908 4.31830
H10 -1.91251 -4.23857 2.11043
C10 -0.84815 0.54600 -2.99731
P2 -0.65926 -2.26856 1.47930
C11 -2.87825 0.26105 -3.80683
H11 -4.08753 0.53487 -5.58247
H12 -2.19729 1.55287 4.10074
H13 3.35386 -2.54326 -1.11847
H14 0.19870 0.79869 -2.95807
C12 -3.92199 -0.77026 -1.88002
H15 -2.95431 -3.00933 1.36961
C13 0.86973 -3.21956 1.67261
H16 0.03211 2.02494 1.49503
H17 -1.47843 2.78961 2.05356
H18 -1.17325 2.59413 0.31773
H19 -3.87868 1.13499 0.25463
C14 -1.58794 -0.04338 5.38741
C15 -1.51486 -0.16617 2.99288
H20 4.09627 -1.17721 -0.24395
C16 1.96467 -1.05438 -0.47167
H21 -1.90753 -4.00890 0.34842
H22 3.52849 -0.99617 -1.92120
H23 -3.92438 1.45209 2.00258
H24 0.73764 -4.05229 2.36375
C17 -0.99668 -1.46123 3.07460
C18 -3.59958 0.74908 1.23430
H25 -4.10647 -0.20177 1.40091
C19 -1.08954 -1.33631 5.46933

- ΔE to the lowest compared entry with this formula, charge and spin (kcal/mol) = 12.00
- E_LUMO (eV) = -3.0
- net charge = +1
- HOMO energy (eV) = -11.3316
- 2S+1 = 1

=====

Entry 2:
Entry from the OMol25 dataset: an isolated molecule of C19H25N3O2S in a non-equilibrium geometry (ωB97M-V/def2-TZVPD).

Geometry (Å):
C1 1.72360 -1.26717 2.67145
N1 0.67420 2.81739 1.21347
C2 0.59881 2.76042 2.55259
C3 -0.72255 2.93813 0.75301
H1 -1.69430 -0.62178 0.98497
H2 2.34698 -4.91301 -1.47292
H3 -0.74255 -0.86643 2.55011
H4 2.86015 -1.46531 3.00920
H5 -3.26123 1.04583 -0.34120
C4 0.16876 -1.58521 0.82846
H6 -2.86712 1.09822 -2.07700
H7 3.74545 -4.37313 -0.85498
H8 1.11534 -1.82444 3.31253
H9 -0.21020 3.34711 4.39459
O1 -2.55824 -1.37602 -0.51967
H10 0.17725 -4.52304 -2.65462
H11 1.17495 2.20435 -0.75189
S1 -1.53466 -1.15617 -1.53424
H12 1.71158 -0.11053 2.52870
H13 0.85253 2.98530 -2.22371
H14 -0.68582 -3.11721 -3.03086
N2 -0.72517 3.10114 -0.70842
C5 2.16679 -2.47729 0.54317
C6 1.36979 -1.65416 1.32037
H15 0.72695 0.16187 -1.81341
C7 -0.14635 0.98803 -1.93505
H16 -1.63733 3.25171 -2.45216
H17 -0.55194 0.43874 1.29508
C8 0.94544 -2.67947 -1.23736
O2 -1.76234 -1.33706 -2.82463
C9 -1.69231 3.28083 2.93954
C10 -2.44580 1.24124 -1.24682
C11 -1.94480 2.75704 -1.26416
C12 -0.40096 3.19578 3.39925
C13 0.37437 -3.33208 -2.67661
H18 -2.27713 3.61428 3.68661
C14 -0.07220 -1.94303 -0.54213
H19 -0.27688 1.03065 -2.91019
C15 -0.67383 -0.52785 1.38047
H20 3.28382 -3.77832 -2.20404
N3 -1.11891 0.56291 -1.19831
H21 -2.73518 3.53369 1.13249
H22 1.13924 -3.12611 -3.16542
C16 -1.66012 3.43403 1.28540
C17 1.94478 -3.09234 -0.64890
H23 -2.85720 3.53639 -1.02832
H24 3.20132 -2.89377 1.15673
H25 1.71461 2.62875 2.99899
C18 0.36252 2.30305 -1.27165
C19 2.87589 -4.21595 -1.34849

- ΔE to the lowest compared entry with this formula, charge and spin (kcal/mol) = 446.82
- SMILES = Cc1cc(C)c(C)c(S(=O)(=O)N2CCN(c3ccccn3)CC2)c1C
- E_LUMO (eV) = 0.1
- net charge = 0
- HOMO energy (eV) = -8.4003
- 2S+1 = 1

=====

Entry 3:
Entry from the OMol25 dataset: an isolated molecule of C19H25N3O4 in a non-equilibrium geometry (ωB97M-V/def2-TZVPD).

Geometry (Å):
C1 2.43021 -4.94164 -0.10857
H1 3.96353 -3.66794 1.46199
N1 -2.38679 2.77460 -1.40443
H2 -2.57756 2.79967 -3.49121
H3 0.15449 4.13127 0.36669
O1 -1.54151 -1.30514 -1.05051
H4 -4.01799 1.34136 -3.05363
H5 -1.13263 -1.74692 1.71168
C2 -0.27470 3.55645 -0.45511
C3 -2.08253 3.34953 -2.69351
C4 3.21402 -2.93924 1.72589
C5 1.34007 -1.03354 2.44261
H6 0.11397 2.53816 -0.40905
C6 -2.28319 0.01658 -2.99792
H7 -2.46829 4.37802 -2.70020
H8 -2.08597 3.02631 0.62080
C7 -3.46381 0.74768 -2.32762
C8 -2.96755 1.58763 -1.14948
C9 -1.79454 3.51869 -0.30777
H9 -4.14027 0.00863 -1.89464
C10 -0.48935 -1.20194 -0.20659
C11 1.93448 -3.00342 1.18604
N2 -0.19450 0.29125 -1.68869
H10 -0.64926 -3.10335 0.67477
H11 -2.20162 4.53674 -0.31823
C12 2.62314 -0.96185 2.97120
C13 0.09939 4.17424 -1.79898
H12 1.83909 1.58519 3.30237
H13 -0.23484 5.21511 -1.83449
H14 -0.18422 2.35557 -2.89199
O2 -3.10549 1.16693 -0.01201
C14 0.99121 -2.04299 1.56141
H15 3.29042 -4.49895 -0.62091
H16 1.88833 -5.58082 -0.80465
H17 4.54602 -1.87785 3.02191
H18 -0.35152 3.81911 -3.88972
H19 2.73694 1.69686 4.83789
H20 1.18204 4.16132 -1.92824
C15 -1.29671 -0.33047 -1.94667
O3 1.51108 -3.96037 0.30009
H21 -2.63695 -0.88873 -3.49377
C16 2.17244 1.03177 4.18587
N3 0.32313 -0.26779 -0.57059
H22 -1.78139 0.65254 -3.72607
C17 -0.56780 3.37707 -2.91571
H23 2.77993 -5.54458 0.73611
H24 0.59011 -0.30206 2.69601
C18 -0.39453 -2.08655 0.97907
O4 3.05882 -0.00467 3.84066
C19 3.55235 -1.93150 2.60681
H25 1.29986 0.65174 4.72760

- ΔE to the lowest compared entry with this formula, charge and spin (kcal/mol) = 68.30
- SMILES = COc1ccc(OC)c(Cc2nnc(CCC(=O)N3CCCCC3)o2)c1
- E_LUMO (eV) = 0.8
- net charge = 0
- HOMO energy (eV) = -7.8193
- 2S+1 = 1

=====

Entry 4:
Entry from the OMol25 dataset: a cluster of 2 separate species, C19H25N3O5 in total in a non-equilibrium geometry (ωB97M-V/def2-TZVPD).

Geometry (Å):
H1 -2.10671 -0.31128 -2.52906
H2 3.23773 -0.38968 6.17052
C1 0.48129 3.27929 0.76435
H3 -0.58403 2.31611 4.50629
H4 -0.58219 0.47678 8.81706
H5 3.50849 0.94262 4.07111
H6 0.82429 4.31265 0.62884
C2 -0.51293 -0.02569 7.84751
H7 1.93213 -0.54394 -5.70266
H8 -1.51976 -2.62547 -0.88759
H9 -1.33607 -3.83130 -5.53856
C3 -0.71261 -3.00448 -2.84919
C4 -2.29732 -3.37734 -5.30943
H10 -2.87012 -3.25895 -6.22844
H11 -1.16490 -0.90412 7.86937
C5 -0.29726 -1.00876 -1.62012
H12 0.76581 -0.86640 -1.82261
C6 -1.12121 -0.64167 -2.85964
O1 0.84833 -0.42601 7.59689
C7 2.41913 0.20941 5.78473
C8 0.80196 2.28050 -0.33430
H13 1.35790 -1.46306 -4.30224
C9 -0.62848 2.77601 -0.14424
H14 -1.02263 3.46361 -0.89958
C10 -0.47206 0.54442 -3.60965
C11 1.20110 0.22952 6.46274
C12 2.56278 0.96137 4.60911
H15 1.03946 1.25693 -0.03161
H16 -2.85711 -4.00468 -4.61899
N1 0.47097 2.78369 2.12706
C13 -0.57500 -2.49573 -1.41779
C14 0.27456 1.73613 4.82817
H17 1.34998 2.64462 -1.20851
O2 -0.76098 1.68352 -3.26517
H18 0.23845 -2.99157 -0.88759
H19 -1.34542 -3.89183 -2.86126
O3 -0.93172 0.86971 6.80080
O4 2.71280 2.70877 2.36029
O5 -2.61949 -1.04291 -5.21339
C15 1.61214 2.45968 2.83585
H20 -1.35739 2.07085 0.26511
H21 0.35502 -1.34498 -5.77612
N2 0.41576 0.39782 -4.60341
C16 -2.08176 -2.00885 -4.68754
C17 1.48601 1.72361 4.10505
C18 1.04864 -0.81401 -5.12216
H22 0.27099 -3.23893 -3.25766
N3 -1.30253 -1.89997 -3.59401
H23 -0.40825 2.44650 2.50197
H24 0.69995 1.27433 -5.01363
C19 0.15221 0.98667 5.99493
H25 -0.59997 -0.42352 -0.75161

- ΔE to the lowest compared entry with this formula, charge and spin (kcal/mol) = 83.18
- SMILES = O=C(NC1CC1)c1ccc2c(c1)OCO2.CNC(=O)[C@@H]1CCCN1C(C)=O
- E_LUMO (eV) = 0.5
- net charge = 0
- HOMO energy (eV) = -8.3577
- 2S+1 = 1

=====

Entry 5:
Entry from the OMol25 dataset: a structure of composition C19H25N3PdSSi in a non-equilibrium geometry (ωB97M-V/def2-TZVPD).

Geometry (Å):
H1 4.66698 0.50762 -1.55019
C1 1.67670 -3.94584 1.68792
H2 -1.45945 -0.68521 -4.73172
C2 -2.81442 -1.50030 0.28268
H3 1.88498 2.11955 -0.24750
C3 -1.20870 2.31229 -2.28032
H4 -2.21565 1.01452 0.40494
C4 -0.99499 0.99931 -1.81446
N1 1.99501 -5.26405 1.64844
H5 1.81971 -1.51370 2.45764
H6 -0.95191 -4.27273 0.57885
H7 -2.75391 -0.69865 2.38009
C5 -1.52502 -3.36829 0.73697
C6 1.19689 2.81743 0.24302
H8 2.51914 4.52868 0.06598
H9 1.26064 -1.81481 4.02254
H10 -1.91679 2.88626 1.65843
H11 3.71706 -0.61298 -0.60657
C7 -0.95127 3.26369 1.31297
S1 1.53303 -2.90736 0.34781
H12 2.25333 -5.75418 2.50386
N2 1.66884 -3.42023 2.92457
C8 -0.61585 4.61496 1.44203
C9 -1.49498 2.53846 -3.63107
C10 1.54416 4.16891 0.41560
H13 2.14119 -5.74107 0.76816
H14 1.68199 -4.00082 3.77035
H15 3.70862 1.11355 -0.20773
C11 -2.18892 -2.64162 -0.30229
H16 2.90313 0.51564 -1.71866
N3 1.20213 -2.09320 3.04276
Si1 -0.81754 0.79104 0.01657
C12 -1.39616 0.15672 -4.04506
H17 -1.24055 -2.85482 2.91791
C13 -2.50558 -1.49812 1.68690
C14 3.74562 0.39239 -1.02919
C15 -0.07642 2.37494 0.64510
H18 -1.33799 5.32577 1.85178
H19 -1.60838 3.56982 -3.98078
C16 0.63666 5.06200 1.00545
Pd1 -0.67685 -1.38557 0.59194
H20 -1.85680 1.64341 -5.57837
H21 -2.20436 -2.88780 -1.36159
H22 -0.88912 -1.09363 -2.34252
C17 -1.71181 -2.65452 1.96759
C18 -1.07913 -0.08037 -2.70151
H23 0.90110 6.11566 1.10550
H24 -3.40528 -0.75522 -0.25258
C19 -1.61401 1.45598 -4.52266
H25 -1.14508 3.15648 -1.57959

- ΔE to the lowest compared entry with this formula, charge and spin (kcal/mol) = 7.90
- E_LUMO (alpha / beta) (eV) = 0.1 / -0.6
- net charge = 0
- HOMO energy (alpha / beta) (eV) = -5.5776 / -7.2300
- 2S+1 = 3
- expectation value of S² = 2.006

=====

Entry 6:
Entry from the OMol25 dataset: a structure of composition C19H25NOS in a non-equilibrium geometry (ωB97M-V/def2-TZVPD).

Geometry (Å):
H1 -0.60318 -3.24248 -0.53662
H2 1.26888 1.28831 -2.96017
C1 1.87074 1.48825 -2.13850
H3 3.71565 -1.97109 2.21975
H4 1.39258 1.58911 2.66236
C2 1.08605 1.67560 -0.90154
C3 -1.23607 1.09630 -0.01197
C4 0.81566 1.65606 1.46169
C5 -0.49026 1.96875 -0.82558
C6 3.56927 -2.23190 -0.15194
H5 0.02680 0.04029 1.41725
H6 4.89189 1.02698 -0.75251
C7 1.64615 1.61148 0.46160
H7 -2.19029 1.80317 0.56380
H8 -6.27644 -0.00397 -0.12218
H9 -0.72015 1.60145 -1.80438
C8 -0.98257 -1.22226 -0.90997
H10 -0.06374 -0.54231 -1.39988
H11 3.81097 0.87905 -2.83133
H12 4.63016 1.13952 1.53673
C9 3.20450 0.91404 -2.01388
C10 3.07501 1.48601 0.13735
C11 3.89933 1.11852 -0.78628
H13 0.49354 2.87158 1.53479
H14 -5.57819 -0.30384 1.21432
H15 -4.08782 1.17832 -0.15445
H16 -0.82205 -2.10972 0.74184
H17 1.23821 -2.20717 2.35543
C12 -4.05686 0.14381 -0.39099
H18 -0.99488 1.00481 2.07296
S1 2.25456 -2.06700 -1.10733
C13 -5.43648 -0.43236 0.28510
C14 -0.41113 0.79623 1.37735
H19 -2.97053 -0.64216 1.24531
H20 -0.60033 3.07065 -0.68085
C15 3.02190 -1.90962 1.14539
H21 -5.43386 -1.54432 -0.08716
C16 -2.94265 -0.76422 -0.03009
N1 -1.81525 -0.18373 -0.45955
H22 -4.07389 0.17205 -1.50282
C17 1.65900 -1.85757 1.37690
H23 -3.17912 -1.68819 -0.09080
C18 -0.42558 -2.20190 -0.22968
O1 3.63100 1.28063 1.48695
H24 -1.47166 -1.54752 -2.01538
C19 1.12297 -2.17993 0.14771
H25 4.53817 -2.04771 -0.54871

- ΔE to the lowest compared entry with this formula, charge and spin (kcal/mol) = 361.72
- E_LUMO (eV) = 0.5
- net charge = 0
- HOMO energy (eV) = -7.7878
- 2S+1 = 1

=====

Look up the net charge of the second one. 0

=====

Which value of 2S+1 does entry 6 give? 1

=====

What is the net charge in the third record? 0